The following is a quantum chemistry calculation of one molecule with the formula C16H21N5O3S4, from the OMol25 dataset.

## Properties
- net charge = 0
- HOMO energy (eV) = -7.74
- SMILES = CCSc1nnc(NC(=O)CSc2nc3c(c(=O)n2CCOC)S[C@@H](C)C3)s1
- largest force on an atom (eV Å⁻¹) = 1.784
- HOMO-LUMO gap (eV) = 8.0
- LUMO energy (eV) = 0.30

Element x y z (Å)
1 C -3.4177 -2.3952 -2.1990
2 C -4.0702 -1.1412 -2.7430
3 S -4.1889 0.1744 -1.4772
4 C -2.5384 0.6721 -1.4086
5 N -1.6100 0.2370 -2.1929
6 N -0.4096 0.7293 -1.9128
7 C -0.4006 1.5336 -0.9063
8 N 0.7393 2.0860 -0.3858
9 C 0.6934 2.6667 0.8534
10 O -0.3554 2.9741 1.3731
11 C 2.0170 2.9993 1.5087
12 S 3.2892 1.7112 1.3244
13 C 2.2464 0.2947 1.3038
14 N 1.0924 0.4407 1.8747
15 C 0.1932 -0.5460 1.7300
16 C 0.4665 -1.6714 1.0037
17 C 1.7629 -1.9005 0.4323
18 O 2.1335 -2.8802 -0.1792
19 N 2.6526 -0.8135 0.6466
20 C 3.9623 -0.9067 0.0308
21 C 4.1154 0.0482 -1.1859
22 O 2.8832 0.4190 -1.7506
23 C 2.3601 -0.5304 -2.6675
24 S -0.8832 -2.7539 0.8273
25 C -2.0366 -1.5229 1.6235
26 C -3.0155 -2.2334 2.5364
27 C -1.1664 -0.4919 2.3445
28 S -1.9735 1.8081 -0.1834
29 H -3.4221 -3.1674 -2.9648
30 H -3.9550 -2.7652 -1.3287
31 H -2.3862 -2.1958 -1.9208
32 H -3.5050 -0.7236 -3.5736
33 H -5.1021 -1.3216 -3.0426
34 H 1.6059 1.7759 -0.8269
35 H 2.4473 3.8951 1.0575
36 H 1.8297 3.1777 2.5675
37 H 4.7299 -0.6773 0.7729
38 H 4.0585 -1.9487 -0.2850
39 H 4.5925 0.9793 -0.8718
40 H 4.7553 -0.4353 -1.9336
41 H 3.0004 -0.5906 -3.5534
42 H 2.2756 -1.5226 -2.2188
43 H 1.3696 -0.1707 -2.9377
44 H -2.5746 -1.0589 0.7929
45 H -3.6978 -1.5094 2.9773
46 H -3.5959 -2.9629 1.9772
47 H -2.4863 -2.7514 3.3332
48 H -1.5841 0.5132 2.2768
49 H -1.0754 -0.7426 3.4065

Mulliken analysis output, partial charges in e:
1 C -0.856
2 C -0.436
3 S -0.132
4 C 0.446
5 N -0.407
6 N -0.361
7 C 0.279
8 N 0.028
9 C 0.465
10 O -0.630
11 C -0.663
12 S -0.205
13 C 0.384
14 N -0.465
15 C 0.217
16 C 0.860
17 C -0.057
18 O -0.711
19 N 0.134
20 C -1.424
21 C -0.473
22 O -0.357
23 C -0.699
24 S -0.212
25 C 1.323
26 C -1.535
27 C -1.033
28 S -0.181
29 H 0.399
30 H 0.211
31 H 0.165
32 H 0.302
33 H 0.408
34 H 0.339
35 H 0.439
36 H 0.376
37 H 0.451
38 H 0.510
39 H 0.413
40 H 0.452
41 H 0.297
42 H 0.313
43 H 0.280
44 H -0.523
45 H 0.388
46 H 0.393
47 H 0.399
48 H 0.347
49 H 0.341

=====

The following is a quantum chemistry calculation of C16H21N5O4ReS as an isolated structure, from the OMol25 dataset.

## Properties
- relative energy (zero: lowest compared OMol25 entry of this formula, charge and spin) (kcal per mole) = 0.0
- net charge = +2
- HOMO energy (spin up / spin down) (eV) = -15.09 / -14.93
- largest force on an atom (eV Å⁻¹) = 0.677
- HOMO-LUMO gap (spin up / spin down) (eV) = 7.8 / 7.6
- 2S+1 = 2
- LUMO energy (spin up / spin down) (eV) = -7.24 / -7.31

Element x y z (Å)
1 Re 1.3611 -0.1518 0.1536
2 O 2.5898 -3.0347 2.5874
3 C 2.5045 -2.3137 1.6597
4 O 1.8460 -1.0826 1.7190
5 C 3.0839 -2.5226 0.2839
6 C 4.0011 -3.4685 -0.1293
7 C 4.5131 -3.3527 -1.4218
8 C 4.1551 -2.2803 -2.2377
9 C 3.2296 -1.3796 -1.7462
10 N 2.6952 -1.5634 -0.5464
11 C 2.7979 -0.0642 -2.3416
12 O 3.0604 0.3424 -3.4176
13 O 2.0588 0.6634 -1.4191
14 H 4.3198 -4.2494 0.5478
15 H 5.2295 -4.0799 -1.7793
16 H 4.5930 -2.1294 -3.2149
17 C 0.2932 5.1531 1.2305
18 N 0.1176 3.6991 1.3129
19 C -0.6611 3.0285 2.2244
20 C -0.5128 1.7055 1.9645
21 N 0.3568 1.5606 0.9008
22 C 0.7185 2.7952 0.5408
23 H -0.5238 5.6303 1.7627
24 H 0.2702 5.4639 0.1897
25 H 1.2383 5.4388 1.6855
26 H -1.2353 3.5455 2.9734
27 H -0.9367 0.8587 2.4747
28 H 1.3780 3.0392 -0.2773
29 C -1.7844 -1.7374 1.8652
30 N -2.2986 -0.8303 0.8318
31 C -3.3699 0.0590 1.2979
32 C -1.8412 -0.7970 -0.4118
33 S -0.2247 -1.4728 -0.7744
34 N -2.5581 -0.3241 -1.4212
35 C -1.9521 0.1220 -2.6829
36 C -4.0220 -0.4575 -1.4896
37 H -2.6277 -2.2663 2.3076
38 H -1.2789 -1.1699 2.6477
39 H -1.0988 -2.4617 1.4416
40 H -3.1292 0.3522 2.3186
41 H -4.3402 -0.4343 1.3119
42 H -3.4139 0.9454 0.6710
43 H -0.9341 0.4624 -2.5274
44 H -2.5463 0.9536 -3.0575
45 H -1.9636 -0.6796 -3.4215
46 H -4.3802 -1.1339 -0.7223
47 H -4.2599 -0.8893 -2.4607
48 H -4.5180 0.5081 -1.4039

Mulliken analysis output, partial charges in e:
1 Re 1.097
2 O -0.453
3 C 0.237
4 O -0.488
5 C 0.850
6 C -0.740
7 C -0.271
8 C -0.708
9 C 0.828
10 N -0.014
11 C 0.117
12 O -0.470
13 O -0.445
14 H 0.535
15 H 0.477
16 H 0.534
17 C -0.822
18 N 0.097
19 C -0.636
20 C -0.829
21 N -0.019
22 C -0.231
23 H 0.318
24 H 0.345
25 H 0.335
26 H 0.461
27 H 0.686
28 H 0.612
29 C -0.998
30 N 0.066
31 C -1.302
32 C 0.487
33 S -0.288
34 N 0.030
35 C -0.990
36 C -1.149
37 H 0.399
38 H 0.358
39 H 0.430
40 H 0.500
41 H 0.377
42 H 0.419
43 H 0.354
44 H 0.379
45 H 0.362
46 H 0.394
47 H 0.401
48 H 0.367

=====

The following is a quantum chemistry calculation of one molecule with the formula C16H21NO4, from the OMol25 dataset.

## Properties
- relative energy (zero: lowest compared OMol25 entry of this formula, charge and spin) (kcal per mole) = 80.1
- net charge = 0
- HOMO energy (eV) = -7.82
- SMILES = COCc1ccc(N[C@@H]2CC(=O)O[C@H]2/C=C/[C@H](C)O)cc1
- largest force on an atom (eV Å⁻¹) = 4.033
- HOMO-LUMO gap (eV) = 8.4
- LUMO energy (eV) = 0.54

Element x y z (Å)
1 C 1.4556 3.8849 5.2123
2 O 0.1694 3.2573 5.3721
3 C 0.2079 1.8299 5.1503
4 C 0.2705 1.4798 3.6948
5 C -0.0902 2.3887 2.6588
6 C 0.0608 2.0258 1.3332
7 C 0.5245 0.7428 1.0206
8 N 0.5479 0.4310 -0.3249
9 C 1.0738 -0.8130 -0.9007
10 C 2.5296 -0.5860 -1.3287
11 C 2.5149 -1.3764 -2.6006
12 O 3.5454 -1.6561 -3.1871
13 O 1.2967 -1.7216 -3.0517
14 C 0.3235 -1.1365 -2.2138
15 C -0.7552 -2.1607 -2.0307
16 C -1.6664 -2.2144 -0.9868
17 C -2.7964 -3.1843 -0.8296
18 C -2.4906 -4.2433 0.2837
19 O -2.9395 -3.9335 -2.0344
20 C 0.9032 -0.1148 2.0244
21 C 0.7961 0.2323 3.3275
22 H 1.7523 3.7144 4.2212
23 H 1.3702 4.9590 5.4321
24 H 2.1672 3.4252 5.9028
25 H -0.7103 1.4091 5.5519
26 H 1.0881 1.4102 5.7069
27 H -0.4534 3.4130 2.8676
28 H -0.1661 2.7137 0.5341
29 H 0.2109 1.1423 -0.9755
30 H 0.9655 -1.6409 -0.2146
31 H 2.7676 0.4513 -1.4886
32 H 3.2224 -1.0083 -0.5902
33 H -0.0825 -0.2348 -2.6915
34 H -0.8055 -2.9937 -2.7298
35 H -1.5363 -1.4877 -0.1987
36 H -3.7369 -2.6837 -0.6174
37 H -3.3362 -4.9349 0.3642
38 H -1.6135 -4.8529 0.0821
39 H -2.3420 -3.7500 1.2377
40 H -3.0532 -3.3698 -2.7795
41 H 1.3962 -1.0347 1.8392
42 H 1.1415 -0.4182 4.1275

Mulliken analysis output, partial charges in e:
1 C -0.732
2 O -0.394
3 C -0.626
4 C 0.508
5 C -0.674
6 C -0.613
7 C 0.756
8 N -0.039
9 C -0.315
10 C -0.598
11 C 0.395
12 O -0.598
13 O -0.354
14 C 0.216
15 C -0.879
16 C -0.429
17 C 0.172
18 C -1.325
19 O -0.611
20 C 0.014
21 C -1.247
22 H 0.345
23 H 0.217
24 H 0.295
25 H 0.308
26 H 0.364
27 H 0.372
28 H 0.372
29 H 0.228
30 H 0.577
31 H 0.325
32 H 0.259
33 H 0.260
34 H 0.533
35 H 0.432
36 H 0.285
37 H 0.361
38 H 0.356
39 H 0.376
40 H 0.342
41 H 0.436
42 H 0.333

=====

The following is a quantum chemistry calculation of C16H21NO6Pd as an isolated structure, from the OMol25 dataset.

## Properties
- net charge = -2
- HOMO energy (eV) = -1.38
- largest force on an atom (eV Å⁻¹) = 0.906
- HOMO-LUMO gap (eV) = 5.8
- LUMO energy (eV) = 4.46

Element x y z (Å)
1 Pd -0.0497 -0.8278 0.5085
2 O -2.5102 -0.3324 0.4810
3 C -3.2744 -1.2491 1.2581
4 C -2.5656 -2.5775 1.4877
5 N -1.2100 -2.4720 2.0190
6 C -0.4914 -3.7311 1.8251
7 C -0.2963 -4.1740 0.3684
8 O -0.2229 -5.4081 0.1875
9 O -0.2014 -3.2533 -0.4799
10 C -1.1909 -2.1034 3.4335
11 C -1.6321 -0.6802 3.8319
12 O -2.0915 -0.6006 4.9945
13 O -1.4383 0.2492 3.0123
14 H -1.8138 -0.0126 1.1082
15 H -4.1780 -1.4588 0.6769
16 H -3.5693 -0.7726 2.1901
17 H -2.4959 -3.1081 0.5376
18 H -3.1997 -3.1751 2.1723
19 H -0.9808 -4.5544 2.3698
20 H 0.5040 -3.5942 2.2579
21 H -0.1511 -2.1914 3.7632
22 H -1.7840 -2.8161 4.0280
23 C 1.7906 3.9407 -4.4633
24 C 1.6608 3.0811 -3.2327
25 C 1.7612 3.6306 -1.9683
26 C 1.6443 2.8434 -0.8188
27 C 1.7657 3.5316 0.5210
28 C 1.4236 1.4670 -0.9296
29 C 1.3755 0.6541 0.3433
30 O 1.9966 -0.4796 0.4230
31 C 1.2835 0.8985 -2.2111
32 C 0.9189 -0.5475 -2.4077
33 C 1.4173 1.7150 -3.3288
34 H 1.9810 4.9802 -4.1897
35 H 0.8815 3.9201 -5.0704
36 H 2.6112 3.6102 -5.1059
37 H 1.9355 4.6977 -1.8574
38 H 1.9230 4.6017 0.3695
39 H 2.5993 3.1438 1.1098
40 H 0.8727 3.4076 1.1359
41 H 1.2748 1.2392 1.2601
42 H 1.6757 -1.2331 -2.0290
43 H 0.7230 -0.7585 -3.4604
44 H 0.0275 -0.7591 -1.8122
45 H 1.3005 1.2587 -4.3085

Mulliken analysis output, partial charges in e:
1 Pd 0.044
2 O -0.560
3 C -0.770
4 C -0.503
5 N 0.859
6 C -0.659
7 C 0.421
8 O -0.825
9 O -0.559
10 C -0.815
11 C 0.337
12 O -0.808
13 O -0.606
14 H 0.301
15 H 0.425
16 H 0.322
17 H 0.429
18 H 0.183
19 H 0.216
20 H 0.357
21 H 0.331
22 H 0.211
23 C -1.420
24 C 0.675
25 C -0.868
26 C 0.621
27 C -1.725
28 C 1.046
29 C -0.415
30 O -0.724
31 C 1.510
32 C -1.422
33 C -1.127
34 H 0.333
35 H 0.296
36 H 0.302
37 H 0.153
38 H 0.326
39 H 0.362
40 H 0.364
41 H 0.287
42 H 0.297
43 H 0.285
44 H 0.226
45 H 0.285

=====

The following is a quantum chemistry calculation of a 3-piece molecular cluster, C16H21O8P overall, from the OMol25 dataset.

## Properties
- relative energy (zero: lowest compared OMol25 entry of this formula, charge and spin) (kcal per mole) = 3.2
- net charge = 0
- HOMO energy (eV) = -9.02
- SMILES = C[C@H](O)CO[PH3]COO.O=C1C=CC(=O)C=C1.O=C1C=CC(=O)C=C1
- largest force on an atom (eV Å⁻¹) = 0.836
- HOMO-LUMO gap (eV) = 7.4
- LUMO energy (eV) = -1.62

Element x y z (Å)
1 C 5.9806 2.3034 0.5134
2 C 4.9689 3.1773 -0.2319
3 O 5.6835 4.0463 -1.0938
4 C 4.1419 3.9691 0.7704
5 O 2.8827 4.4098 0.3053
6 P 1.6602 3.2256 0.0495
7 C 0.3142 1.8987 -0.2835
8 O 0.3412 0.8145 0.6265
9 O 1.1126 -0.2018 -0.0212
10 H 6.1993 2.7319 1.4848
11 H 6.8938 2.2193 -0.0541
12 H 5.5543 1.3281 0.7037
13 H 4.3393 2.5126 -0.8189
14 H 5.1635 4.2268 -1.8902
15 H 4.0645 3.4318 1.7128
16 H 4.7242 4.8606 0.9768
17 H 1.7971 3.4216 -1.3468
18 H 2.3919 2.2591 0.7799
19 H 0.7595 4.0046 0.7943
20 H 0.4695 1.5065 -1.2802
21 H -0.6589 2.3691 -0.2019
22 H 1.6204 -0.5638 0.7239
23 O -3.4880 -2.2081 -2.9174
24 C -3.5507 -1.0921 -2.4476
25 C -4.4389 -0.0614 -3.0443
26 C -4.5197 1.1617 -2.5281
27 C -3.7280 1.5443 -1.3325
28 O -3.7998 2.6613 -0.8634
29 C -2.8424 0.5160 -0.7383
30 C -2.7550 -0.7081 -1.2545
31 H -5.0092 -0.3638 -3.9134
32 H -5.1588 1.9288 -2.9466
33 H -2.2742 0.8156 0.1321
34 H -2.1121 -1.4722 -0.8343
35 O -1.2116 -3.4237 -0.1199
36 C -1.6748 -4.1702 0.7158
37 C -3.0051 -4.7977 0.5240
38 C -3.5190 -5.6148 1.4395
39 C -2.7825 -5.9331 2.6881
40 O -3.2491 -6.6780 3.5216
41 C -1.4506 -5.3046 2.8783
42 C -0.9369 -4.4880 1.9627
43 H -3.5221 -4.5521 -0.3956
44 H -4.4873 -6.0840 1.3216
45 H -0.9313 -5.5499 3.7957
46 H 0.0319 -4.0195 2.0797

Mulliken analysis output, partial charges in e:
1 C -1.421
2 C 0.728
3 O -0.580
4 C -0.960
5 O -0.453
6 P 0.440
7 C -0.628
8 O -0.252
9 O -0.363
10 H 0.326
11 H 0.381
12 H 0.323
13 H 0.296
14 H 0.302
15 H 0.427
16 H 0.390
17 H 0.017
18 H -0.055
19 H 0.008
20 H 0.428
21 H 0.342
22 H 0.308
23 O -0.549
24 C 0.256
25 C -0.412
26 C -0.384
27 C 0.299
28 O -0.568
29 C -0.381
30 C -0.223
31 H 0.420
32 H 0.414
33 H 0.565
34 H 0.581
35 O -0.554
36 C 0.433
37 C -0.319
38 C -0.312
39 C 0.313
40 O -0.542
41 C -0.379
42 C -0.349
43 H 0.457
44 H 0.416
45 H 0.400
46 H 0.417

=====

The following is a quantum chemistry calculation of a 10-piece molecular cluster, C16H22BrCl27INO2 overall, from the OMol25 dataset.

## Properties
- net charge = 0
- HOMO energy (eV) = -9.43
- SMILES = C[C@H](I)CN(C[C@@H](C)Br)C(=O)O.ClC(Cl)Cl.ClC(Cl)Cl.ClC(Cl)Cl.ClC(Cl)Cl.ClC(Cl)Cl.ClC(Cl)Cl.ClC(Cl)Cl.ClC(Cl)Cl.ClC(Cl)Cl
- largest force on an atom (eV Å⁻¹) = 0.568
- HOMO-LUMO gap (eV) = 9.6
- LUMO energy (eV) = 0.19

Element x y z (Å)
1 C 0.7843 0.8052 0.4426
2 C 0.9475 -0.6289 0.9447
3 I 1.7648 -0.6159 2.9514
4 C 1.9052 -1.5027 0.1103
5 N 1.7831 -1.2595 -1.3467
6 C 1.0459 -2.3359 -2.0443
7 C -0.4209 -2.5157 -1.6688
8 C -0.6843 -3.3098 -0.3854
9 Br -1.3851 -0.8301 -1.5893
10 C 3.0906 -1.2630 -1.9321
11 O 3.8393 -2.2025 -1.9443
12 O 3.3947 -0.0975 -2.5299
13 H 0.7226 1.5099 1.2730
14 H -0.1422 0.9017 -0.1281
15 H 1.6152 1.0822 -0.2018
16 H -0.0149 -1.1243 1.0589
17 H 1.7336 -2.5596 0.3419
18 H 2.9304 -1.2930 0.4259
19 H 1.5391 -3.3030 -1.8710
20 H 1.0955 -2.1220 -3.1162
21 H -0.8812 -3.0529 -2.4997
22 H -0.5656 -2.6923 0.5024
23 H -1.6987 -3.7115 -0.4242
24 H 0.0010 -4.1627 -0.3564
25 H 4.3168 -0.1882 -2.8123
26 Cl -4.7763 0.5881 2.0233
27 C -4.5435 0.1578 0.3297
28 Cl -6.0686 -0.2456 -0.4502
29 Cl -3.7224 1.4557 -0.5419
30 H -3.9038 -0.7158 0.2885
31 Cl -1.0191 -5.8861 2.3604
32 C -1.9726 -4.6071 3.1106
33 Cl -1.0828 -3.0844 3.1330
34 Cl -3.5250 -4.4174 2.2907
35 H -2.1670 -4.8992 4.1349
36 Cl 3.4545 4.3267 1.1971
37 C 4.4841 3.9476 -0.1809
38 Cl 6.1588 4.4156 0.1281
39 Cl 4.3762 2.2377 -0.5994
40 H 4.1358 4.5193 -1.0307
41 Cl 3.7152 4.8762 5.3585
42 C 4.5914 3.7097 4.3606
43 Cl 6.0384 3.1313 5.1857
44 Cl 3.5447 2.3700 3.9006
45 H 4.9012 4.2162 3.4557
46 Cl -6.0384 -0.6001 -6.3406
47 C -6.6418 0.2904 -4.9360
48 Cl -8.0531 -0.5194 -4.2529
49 Cl -5.3832 0.4921 -3.7266
50 H -6.9528 1.2683 -5.2772
51 Cl 6.6304 7.4962 5.5703
52 C 6.0708 7.3631 7.2390
53 Cl 6.4943 5.7959 7.9196
54 Cl 6.7141 8.6789 8.2226
55 H 4.9919 7.4453 7.2355
56 Cl -1.6223 -9.2885 5.2059
57 C -2.6447 -8.0462 5.9189
58 Cl -1.7656 -6.5189 6.0642
59 Cl -4.1196 -7.8203 4.9814
60 H -2.9202 -8.3638 6.9157
61 Cl -10.5687 -0.5246 -7.7141
62 C -9.0720 0.2191 -8.2700
63 Cl -9.0976 0.4764 -10.0129
64 Cl -8.7731 1.7379 -7.4172
65 H -8.2557 -0.4519 -8.0377
66 Cl 4.2314 4.4292 -5.9081
67 C 4.3855 4.1534 -4.1761
68 Cl 5.3548 5.4202 -3.4165
69 Cl 2.7999 4.0305 -3.4133
70 H 4.8998 3.2125 -4.0289

Mulliken analysis output, partial charges in e:
1 C -0.573
2 C 0.355
3 I 0.055
4 C -1.145
5 N 0.394
6 C -1.084
7 C 0.234
8 C -0.871
9 Br -0.192
10 C 0.244
11 O -0.567
12 O -0.321
13 H 0.429
14 H 0.049
15 H 0.013
16 H -0.234
17 H 0.261
18 H 0.765
19 H 0.404
20 H 0.500
21 H 0.500
22 H -0.199
23 H 0.376
24 H 0.349
25 H 0.345
26 Cl -0.139
27 C 0.398
28 Cl -0.090
29 Cl -0.141
30 H -0.059
31 Cl -0.126
32 C 0.241
33 Cl -0.067
34 Cl -0.136
35 H 0.047
36 Cl -0.125
37 C 0.286
38 Cl -0.148
39 Cl -0.037
40 H 0.001
41 Cl -0.129
42 C 0.165
43 Cl -0.134
44 Cl -0.011
45 H 0.070
46 Cl -0.154
47 C 0.065
48 Cl -0.112
49 Cl -0.039
50 H 0.239
51 Cl -0.107
52 C 0.080
53 Cl -0.097
54 Cl -0.136
55 H 0.256
56 Cl -0.107
57 C 0.020
58 Cl -0.113
59 Cl -0.108
60 H 0.327
61 Cl -0.117
62 C 0.301
63 Cl -0.130
64 Cl -0.125
65 H 0.075
66 Cl -0.124
67 C 0.160
68 Cl -0.115
69 Cl -0.106
70 H 0.211

=====

Q: Among the records above, which one has the highest net charge?
A: C16H21N5O4ReS